This record from the OMol25 dataset describes 2 unconnected molecules or ions with the total composition C32H40ClF9N2O2S. The level of theory is the ωB97M-V functional and the def2-TZVPD basis.

The geometry in XYZ format:
```
87
Properties=species:S:1:pos:R:3:forces:R:3:lowdin_charge:R:1
C -4.78827 -3.24705 -3.35210 3.88 3.01 4.25 0.14
C -3.99343 -2.63205 -2.51462 -2.86 -2.13 -2.02 -0.06
C -3.17520 -1.85116 -1.39831 1.12 3.21 1.53 0.00
C -3.20962 -0.24448 -1.26022 1.66 -4.04 1.50 0.02
C -4.06680 0.70042 -2.23354 0.55 -0.16 -0.29 -0.12
C -3.66282 0.51666 -3.81451 -0.65 0.61 -0.78 -0.13
C -2.15152 0.97307 -4.13812 0.03 0.17 1.19 -0.24
O -1.50891 0.23913 -5.21322 1.02 1.01 1.59 -0.21
C -0.07504 0.48689 -5.01307 1.27 -0.09 0.25 -0.13
C -2.29743 0.20586 -0.05736 -0.49 0.86 -0.40 -0.08
C -2.29436 1.82218 0.21554 -0.20 -0.92 0.00 -0.11
C -1.30465 2.52706 -0.84376 -0.86 0.37 -0.75 -0.07
C -1.12394 4.13540 -0.58947 -1.14 -2.29 -1.68 -0.25
F -2.46469 4.58726 -0.22370 3.77 -0.43 -0.94 0.04
F -0.71755 4.65458 -1.89070 -1.09 -0.78 3.74 0.03
C -0.03149 4.35102 0.56780 0.13 -1.74 2.22 -0.28
F 1.09617 3.43769 0.49539 -3.43 1.91 -0.57 0.01
F -0.67858 4.03831 1.84000 1.39 0.13 -3.67 0.01
S 0.67668 6.07650 0.73441 1.75 4.86 2.39 0.99
F -0.64680 6.81333 0.01399 2.00 -2.48 0.77 -0.27
F 1.56654 5.97423 -0.69690 -1.74 -0.54 1.74 -0.20
F 1.99353 5.39170 1.61887 -1.49 0.46 -1.18 -0.25
F -0.11472 6.26398 2.24591 0.91 -0.26 -2.16 -0.23
F 1.35815 7.62273 0.98954 -0.65 -3.90 -0.02 -0.42
N -1.47473 -0.52059 0.83724 -2.70 0.94 -3.14 0.15
N -1.45640 -1.85166 0.70760 -2.41 -0.29 -3.24 -0.06
C -0.56351 -2.61590 1.68040 0.59 0.78 2.13 -0.08
C 0.00785 -1.55640 2.79448 0.75 0.00 0.16 -0.16
C 0.90907 -2.26133 3.93431 -0.10 -0.70 0.61 -0.35
C 0.01176 -3.27954 4.85990 0.29 0.84 -0.57 -0.09
C 1.52042 -1.16951 4.99613 -0.32 0.06 -0.55 -0.18
C 2.30644 0.04362 4.28415 -0.19 0.57 -0.92 -0.22
C 3.48050 -0.41783 3.27011 1.30 2.74 -0.07 -0.09
C 4.48844 0.57739 2.92824 -0.85 -1.86 0.16 -0.28
C 4.14338 2.11038 2.54122 0.27 0.17 1.22 -0.08
C 6.06182 0.18262 2.94153 -0.65 0.48 -0.96 -0.10
C -2.25142 -2.48594 -0.30558 -0.66 -1.78 -0.93 -0.03
C -2.18206 -4.12176 -0.32380 -0.40 0.85 -0.28 -0.04
C -0.94607 -4.69055 -1.20115 1.11 -4.34 -0.26 -0.27
O -0.84073 -5.96673 -1.27495 -0.62 5.78 0.40 0.04
C 0.11343 -3.80797 -2.01630 2.05 2.54 -2.72 -0.10
C 1.47258 -3.24039 -1.45966 -0.68 0.65 -2.98 -0.02
C 2.48785 -2.40836 -2.37031 -4.07 -1.86 -1.85 -0.04
C 2.08501 -2.18449 -3.89120 -1.67 -1.49 2.20 -0.07
C 0.71956 -2.70389 -4.51861 1.44 -1.03 4.75 -0.06
C -0.23475 -3.51916 -3.54513 2.45 1.22 0.50 0.00
H -5.49435 -3.78425 -4.07218 1.54 1.13 1.44 0.08
H -3.90569 1.81460 -2.00738 -0.17 -1.82 0.02 0.11
H -5.19605 0.47935 -2.07982 1.97 0.16 -0.25 0.14
H -4.37222 1.24176 -4.39237 1.14 -1.35 1.09 0.13
H -3.90597 -0.53450 -4.21803 0.67 1.59 0.83 0.10
H -1.53301 0.79280 -3.17209 -0.87 0.19 -1.40 0.10
H -2.07178 2.11666 -4.34962 -0.35 -1.85 0.31 0.15
H 0.57489 -0.01905 -5.83794 -1.58 1.06 1.22 0.10
H 0.16672 1.62450 -4.94317 -0.53 -1.87 -0.42 0.11
H 0.30866 0.02581 -4.01094 -0.94 0.70 -1.60 0.08
H -3.37314 2.23349 0.06071 1.98 -0.83 0.26 0.13
H -2.03380 1.99586 1.31926 -0.11 -0.25 -1.78 0.12
H -1.83994 2.46333 -1.87896 1.05 0.30 1.84 0.10
H -0.30505 1.98031 -0.97725 -1.39 1.02 0.52 0.14
H -1.20862 -3.38247 2.24288 1.05 1.03 -1.24 0.12
H 0.36527 -3.06098 1.17342 -1.83 0.49 0.40 0.12
H -0.84494 -0.99951 3.34775 1.33 -0.82 -1.24 0.14
H 0.71008 -0.82232 2.22918 -1.49 -1.03 1.04 0.12
H 1.78190 -2.84324 3.42241 -1.52 0.96 0.92 0.13
H -0.63362 -2.58101 5.52834 1.05 -1.50 -0.95 0.09
H 0.71100 -3.94769 5.47793 -1.20 1.08 -0.78 0.09
H -0.68985 -3.94814 4.24279 1.08 0.91 0.92 0.06
H 2.19945 -1.70380 5.77642 -1.16 0.79 -1.52 0.13
H 0.59253 -0.76413 5.57665 1.74 -0.49 -0.96 0.12
H 1.55185 0.72147 3.71718 1.00 -1.15 1.01 0.10
H 2.81304 0.74680 5.06323 -1.03 -1.45 -1.24 0.12
H 3.48700 -1.48236 2.83964 0.71 1.46 1.49 0.09
H 5.01363 2.83181 2.80725 -1.39 -1.33 -0.38 0.09
H 3.96831 2.23291 1.40182 0.24 -0.55 1.91 0.09
H 3.21163 2.51080 3.10385 1.48 -0.77 -1.07 0.08
H 6.22040 -0.96562 2.96634 -0.29 2.01 -0.03 0.08
H 6.59623 0.66251 2.02940 -0.76 -0.96 1.46 0.08
H 6.55105 0.66846 3.88246 -1.07 -0.93 -1.55 0.09
H -2.20872 -4.56489 0.75433 0.44 0.81 -2.05 0.13
H -3.14261 -4.54833 -0.83134 1.74 1.00 0.75 0.13
H 1.76269 -3.43711 -0.36734 -0.46 0.27 -1.91 0.08
H 3.49405 -2.02016 -1.94367 -2.08 -0.80 -0.86 0.10
H 2.85184 -1.61297 -4.53474 -1.53 -1.03 1.04 0.09
H 0.47914 -2.51875 -5.63452 0.34 -0.43 2.27 0.10
H -1.22967 -3.92154 -3.99369 1.96 0.74 1.02 0.10
Cl 0.33400 9.36433 -0.06863 -0.55 2.36 -0.93 -0.34
```
Positions in Å, forces in eV/Å.

Properties
**HOMO**: -5.098 eV
**Calculated total energy**: -3259.54996 a.u.
**Frontier orbital gap**: 1.678 eV